Entry from OMol25: a 6-piece molecular cluster, C20H26BFNO17 overall in a non-equilibrium geometry (the ωB97M-V functional and the def2-TZVPD basis).

highest occupied orbital energy: -11.89 eV
largest force on an atom: 1.51 eV Å⁻¹
lowest unoccupied orbital energy: -4.48 eV
spin multiplicity: 1
net charge: +1

Structure (XYZ):
```
66
Properties=species:S:1:pos:R:3:nbo_charge:R:1
H -1.08324 -1.55102 -1.38161 0.50
O -3.60486 -10.09966 4.63128 -0.49
O 3.14059 0.06616 -0.05849 -0.50
H -6.38125 -10.30998 4.25371 0.19
H -4.99457 -9.69214 6.12692 0.21
F -6.41007 0.51698 0.05326 -0.25
H 0.79910 -0.34176 1.07716 0.52
C -5.13686 0.21670 0.16000 0.64
H 1.33184 5.63317 0.41144 0.21
H 2.60496 4.26619 -1.62030 0.21
O 5.73854 8.66374 -5.74862 -0.49
C -4.67348 -9.31160 5.16005 -0.10
C 1.94916 7.27700 -2.18340 0.96
H -6.35565 -8.55347 4.00777 0.21
C -1.35624 -5.19501 2.02997 -0.10
H 0.45294 5.19522 -1.06642 0.17
H -5.47447 -1.76005 0.97626 0.29
C 4.45820 1.10453 -1.62336 -0.10
C 1.31643 5.73605 -0.67110 -0.10
C -3.55482 -4.76545 2.29008 0.98
H 4.34418 9.76197 -4.66084 0.21
H 5.45102 1.20586 -1.18269 0.20
H 3.06398 -0.51502 -2.03634 0.19
H 4.52745 -1.02241 -1.17297 0.22
N -4.26661 1.13338 -0.24724 -0.47
O 1.94279 8.25784 -2.85205 -0.57
C 3.80777 -0.21682 -1.29503 -0.10
C -5.73640 -9.44322 4.09708 -0.10
C -2.47003 -0.31876 0.25513 -0.40
O -0.35421 -1.22635 -0.83603 -0.87
H -3.06444 -2.28579 1.06002 0.26
C -2.04811 -6.39982 2.61776 -0.11
C -3.76342 -10.15826 3.28408 0.96
C 2.92279 1.40384 -0.00631 0.97
O -2.46148 -4.40567 1.56907 -0.52
O 2.24059 1.93847 0.81010 -0.59
H -2.24258 1.64393 -0.56653 0.25
C 6.94567 8.16944 -5.37236 0.96
H 3.47565 5.48554 -0.67319 0.19
H 5.71430 8.66247 -2.53146 0.20
H -4.63064 2.01294 -0.61010 0.46
H 6.37206 10.06484 -3.39585 0.19
O -2.95476 -10.59262 2.53050 -0.57
O 3.57671 2.04799 -0.99916 -0.49
O 7.10558 8.24525 -4.02332 -0.49
O 2.69351 6.17238 -2.45130 -0.49
O -4.96582 -9.64928 2.91107 -0.49
H 4.52697 1.28551 -2.69322 0.22
H -0.68860 -5.44912 1.21027 0.21
C 2.61093 5.30887 -1.31580 -0.10
H -2.22344 -7.18608 1.88155 0.21
O -3.31352 -5.86220 3.03156 -0.47
O -4.58922 -4.17338 2.25903 -0.60
C -4.75515 -1.01073 0.64368 -0.31
C 6.03298 9.03233 -3.50374 -0.10
B -0.88438 -0.60313 0.28010 1.09
O -0.13320 -0.20766 1.32998 -0.84
O 1.21565 7.10886 -1.05277 -0.49
C -2.93893 0.88998 -0.20240 0.09
H -1.51112 -6.82198 3.46358 0.22
O 7.75519 7.72762 -6.11952 -0.57
H -0.80000 -4.62352 2.77531 0.19
H -4.32749 -8.28243 5.28093 0.18
C 4.97032 8.87858 -4.56207 -0.10
C -3.38819 -1.30811 0.70657 0.03
H 4.33190 8.01007 -4.39184 0.19
```



Entry from OMol25: the molecule C20H26FN5O3 (the ωB97M-V functional and the def2-TZVPD basis).

energy above the lowest of the compared OMol25 structures with the same formula, charge and spin: 20.7 kcal/mol
highest occupied orbital energy: -9.18 eV
largest force on an atom: 0.05 eV Å⁻¹
lowest unoccupied orbital energy: 0.46 eV
SMILES string: C[C@@H]1CN(C(=O)c2n[nH]cc2-c2ccncc2)CC[C@@H]1N(C)C(=O)COCCF
spin multiplicity: 1
net charge: 0

Structure (XYZ):
```
55
Properties=species:S:1:pos:R:3:nbo_charge:R:1
H 2.65256 3.98107 1.24197 0.23
H 3.41502 -2.19818 -0.15847 0.17
C 3.05013 1.83034 -0.08633 0.65
H 0.94300 0.88401 -1.77229 0.22
H -3.56418 -0.29359 0.48712 0.25
H 4.75719 -1.60400 0.84345 0.19
N -2.31082 -4.03069 -1.93555 -0.32
C -1.47375 -1.86363 0.74665 0.67
C 0.27678 0.65236 -0.93858 -0.43
O 3.07213 -0.41054 0.83830 -0.54
H -1.28288 1.24807 1.29699 0.21
C 0.06464 -0.29879 1.78777 -0.24
H 1.18090 2.04215 2.92411 0.22
C -3.16211 -0.52618 -1.62046 0.00
C 0.36614 -0.83403 -0.58329 -0.22
C -3.16603 0.15851 -2.83287 -0.25
N -3.83392 2.19563 -1.76174 -0.42
H -0.09879 2.53656 -0.12001 0.21
C -3.84272 1.53237 -0.60718 0.04
C -0.20779 1.17344 1.50217 -0.23
H -0.26485 3.02614 2.65233 0.21
H -0.37095 1.55839 3.61213 0.22
C 3.66593 -1.69131 0.78563 -0.10
C -3.52504 0.18886 -0.48137 -0.27
H 4.48100 0.36565 -0.45805 0.21
C 3.14758 -2.52973 1.92077 0.04
C -1.95322 -2.52231 -0.51543 0.06
H -0.06415 -1.42075 -1.39181 0.22
C 3.40176 0.36526 -0.29025 -0.15
H -3.50098 -2.98851 -3.35406 0.22
C -2.73783 -1.92802 -1.53506 -0.17
H 3.52586 -3.54988 1.83182 0.17
H -4.12186 2.10610 0.27018 0.20
N 1.83413 2.24364 0.38244 -0.45
C 1.80866 3.69062 0.62177 -0.41
H -2.28060 -4.95804 -2.31997 0.41
O -2.11596 -1.98969 1.77645 -0.61
F 3.57703 -2.01438 3.13531 -0.36
H 2.92477 -0.03291 -1.19643 0.17
H 0.88552 3.95169 1.12672 0.20
C 0.47770 1.66626 0.20285 -0.02
H -2.87560 -0.33849 -3.74988 0.22
H 1.87735 4.24497 -0.31745 0.20
C 0.10614 2.00501 2.73856 -0.61
H -3.50884 2.05000 -3.78511 0.19
H 1.12526 -0.45329 1.98141 0.22
C -3.50872 1.50094 -2.84978 0.04
H -0.50695 -0.62448 2.65302 0.25
C -2.94368 -2.95107 -2.43305 -0.02
H 2.05588 -2.54697 1.92886 0.18
N -1.69575 -3.79061 -0.76851 -0.24
O 3.93506 2.64102 -0.31614 -0.61
H -0.73834 0.82691 -1.30413 0.23
N -0.34661 -1.11614 0.65248 -0.43
H 1.39480 -1.15978 -0.45797 0.20
```